44
Properties=species:S:1:pos:R:3 method="wB97M-V/def2-TZVPD" e_tot_ev=-71903.7933 homo_energy_ev="-15.403 / -15.546" relative_energy_kj_mol=0.00 gap_ev="5.27 / 5.07" charge=+2
I 0.00 -1.78 -3.61
I -0.06 2.62 -3.27
Y -0.03 0.32 -1.42
P -2.96 0.89 -1.27
C -4.04 0.96 -2.77
C -4.00 -0.19 -0.19
H -5.08 -0.03 -0.38
H -4.44 2.57 -0.29
H -3.78 0.02 0.87
H -2.74 2.73 0.30
H -3.86 0.06 -3.38
H -3.75 -1.23 -0.41
C -3.37 2.54 -0.58
H -5.10 0.99 -2.46
H -3.17 3.31 -1.33
H -3.78 1.85 -3.36
P 2.89 0.89 -1.28
C 3.98 0.98 -2.75
C 3.29 2.54 -0.57
H 3.38 -0.24 0.79
H 4.90 0.26 0.01
H 4.00 -1.15 -0.61
C 3.90 -0.15 -0.17
H 2.62 2.74 0.28
H 4.34 2.54 -0.24
H 5.03 1.06 -2.43
H 3.71 1.85 -3.36
H 3.13 3.32 -1.33
H 3.85 0.08 -3.35
Cl 0.13 1.55 0.83
C 1.44 -3.14 3.22
N 1.18 -2.37 1.99
C -0.07 -2.22 1.50
S -0.38 -2.11 -0.19
N -1.13 -2.23 2.35
C -1.13 -1.41 3.57
H 0.52 -3.57 3.63
H 1.93 -2.50 3.96
H 2.13 -3.96 2.99
H 1.88 -2.47 1.25
H -2.02 -2.26 1.84
H -1.96 -0.69 3.53
H -1.25 -2.06 4.44
H -0.17 -0.88 3.63